Entry 1:
A molecular structure, C30H61FN7O2PS, computed with ωB97M-V/def2-TZVPD.

```
! RIJCOSX wB97M-V def2-TZVPD def2/J DEFGRID3
* xyz 0 1
H 3.5260 2.8949 5.5554
H 3.6799 8.4399 1.8766
C -1.8663 -4.6992 0.4175
C 6.3999 7.8846 0.4125
C 2.1224 -1.4273 2.8030
C -7.8285 -3.9412 -4.5742
H 7.2778 7.7486 -0.2245
H -8.4517 -4.6707 -5.0956
C -8.0896 -0.6146 -5.9069
H -7.2012 -0.5664 -2.0385
C 4.4618 -2.9328 -1.4766
C -2.4406 -3.3398 -0.0020
H -3.4545 -3.1896 0.3701
H 2.0133 -2.5397 5.3116
H -7.3064 -4.4757 -3.7818
C 3.0933 2.6713 4.5843
O 2.5369 3.9939 2.7010
H 5.2310 -2.0511 0.2787
H -9.2906 -3.1854 -3.1790
C 3.8150 -0.6205 -0.5572
C 3.3793 -0.5157 0.8709
H -4.7996 -5.3609 -1.4952
H -6.9455 0.0478 -4.2360
H 4.2912 5.9570 -1.3656
C 4.0571 1.7428 3.8232
H -3.4584 -4.6165 -2.3722
C 2.5061 -1.5056 1.4154
C 4.9014 6.8550 -1.2393
H -5.4263 -7.1852 1.7863
H -3.9145 -8.0116 1.3961
C 2.5964 -0.3696 3.6590
H 5.3073 9.6522 1.1069
H -1.8211 -2.5379 0.4063
H -6.2682 -3.4686 -2.1859
C 4.4631 6.5384 1.1232
C -8.7099 -2.8103 -4.0252
H 4.0053 5.5759 0.8782
H 2.9662 -0.9645 -1.1408
H 3.7761 4.9886 5.3587
C 2.9529 3.9735 3.8331
H 5.4919 6.7716 -3.3051
H -7.0877 -3.5765 -5.2868
C -6.0935 -2.3936 -2.2010
H 2.8678 7.8615 0.4157
C 3.4306 0.5732 3.0948
H 4.2365 -0.9321 5.8304
H 1.5736 -1.9654 6.7814
H 6.5474 7.7817 -2.3296
F 5.1504 -4.0555 -1.0008
H -8.9946 -0.0531 -5.6715
H -8.3752 -1.5268 -6.4322
C -2.8617 -6.3234 -1.1405
H 4.2284 7.7119 -1.4008
N 3.2786 5.1425 4.4935
H -4.1061 -6.1578 -2.9018
H -4.6131 -5.1063 0.7260
H -5.0121 -7.4940 0.1071
C 3.3336 7.5502 1.3506
H -0.9131 -4.8529 -0.0976
H -1.8832 -6.3229 -1.6273
H 5.7871 -1.2967 -1.2140
H -3.6001 -5.6196 2.0667
C 4.9237 -1.7129 -0.7060
H 4.4660 1.2208 1.3299
H 3.4084 -3.1403 -1.3317
H -8.1113 -1.9730 -1.5812
C 3.7949 0.4651 1.7166
C -7.2886 -0.9055 -4.6466
H 6.7980 10.0033 0.2526
N 2.0088 -2.5465 0.7723
N 1.4963 -1.8015 5.7830
H 6.7699 7.7231 1.4283
H 4.5539 2.3421 3.0677
C 5.9312 9.3395 0.2712
H -5.3940 -2.1683 -3.0067
C -3.8910 -5.8755 1.0444
H 4.1979 0.3192 -0.9335
N 1.3365 -2.4456 3.1297
H 6.6504 6.0189 -2.2041
C -7.4017 -1.6033 -2.3265
P 2.1572 -0.2622 5.4414
H -2.4479 -3.2162 -1.0842
H -6.3825 -1.4667 -4.9261
H -7.4891 -0.0186 -6.5951
H 5.3744 9.5041 -0.6520
H 4.6962 -2.8715 -2.5357
H -9.4572 -2.5644 -4.7840
H -3.1565 -7.3757 -1.1205
N -2.6897 -5.8799 0.2315
S 1.1175 -3.3697 1.8496
N -8.0622 -1.5756 -3.6189
H 4.9859 6.3710 2.0721
C 5.9657 6.8591 -2.3267
H -5.5992 -2.1387 -1.2607
H 4.8235 1.3748 4.4991
C -4.5972 -7.2225 1.0786
H 2.0964 2.2724 4.7041
H -1.6111 -4.6433 1.4804
N 5.4539 6.8277 0.1014
O 3.6365 -0.2724 6.2070
H 3.7718 5.7975 3.9019
H 2.5557 7.0941 1.9666
C -3.8641 -5.5631 -2.0183
*
```

Results
- Largest force on an atom: 1.13 eV/Å
- Kohn-Sham gap: 7.4 eV
- Molar mass: 633.90 g mol⁻¹
- Total energy: -69467.0279 eV
- E_LUMO: -0.0266 Ha

***

Entry 2:
5 unconnected molecules or ions with the total composition C30H62BO14, computed with ωB97M-V/def2-TZVPD.

```
! RIJCOSX wB97M-V def2-TZVPD def2/J DEFGRID3
* xyz -1 1
C 4.7173 1.0691 0.3241
H 3.0869 -0.6626 1.2335
H 7.3003 4.4239 6.3148
H -7.1387 0.1501 -0.7918
C -6.7759 1.1755 -0.8531
H 8.5838 3.5408 5.4594
C 1.3726 0.6021 -2.3009
H -5.1006 -6.3693 0.2082
H -1.1415 -10.3633 -2.9304
C -5.3947 -5.9900 1.1826
C 1.1922 1.0325 0.4189
C 0.0342 2.0295 0.6031
H 4.5290 1.9490 -0.2873
O 3.6392 7.5124 -2.7182
H -4.0056 -1.1116 1.9542
H -2.8787 -10.5995 -3.2216
H 6.1790 6.8035 -2.5320
H 0.9140 -0.0366 -3.0652
H -0.1704 -6.3341 -0.4685
O -6.8024 -2.8748 1.7319
H 3.3463 3.7647 3.1073
H 5.7577 1.0685 0.6466
H 0.6613 5.8016 -1.3104
H 1.4457 2.4621 -3.3720
H -0.9464 1.1094 -3.3470
C 3.3847 2.9742 3.8533
H -0.6191 1.6647 1.3937
C -1.5441 -7.9296 -2.0478
H -2.9141 -1.4510 -0.6860
H 4.1286 -0.0061 -1.4561
H 7.7568 4.8940 4.6578
H -0.5784 -2.2179 0.6189
H -8.0849 -2.4940 3.3335
H 1.6464 7.2372 -0.9759
H -0.0716 4.2320 0.5842
C -0.5202 -0.6371 -0.8649
H 2.8790 -3.1240 -1.5815
H 5.5865 6.4886 -4.1836
C 3.3118 -1.1121 0.2683
C -3.4405 -0.5597 1.2018
B 1.0486 -0.0663 -0.8160
H 1.2712 0.4579 1.3495
H 6.4940 5.2361 -3.3082
C -4.4600 0.1366 0.3255
O 2.5667 5.6688 -1.9802
C 0.8461 2.0300 -2.5638
H 5.3081 -0.8139 -0.4720
H 4.1160 1.1708 1.2251
O -6.8364 2.5777 1.0837
C -6.3145 1.6288 0.5124
H -0.5740 -1.3839 -1.6683
O 4.5938 5.4686 -2.6711
C 4.3821 -0.2389 -0.4279
C -1.1377 -5.9936 -0.8311
O -2.4377 -8.9092 -2.2064
H 1.5497 3.6038 0.7900
H 2.1412 1.5611 0.3063
O -5.3630 0.8993 1.1472
C -2.5902 -1.5311 0.3503
C 2.4227 -2.1573 -1.8213
H 0.4317 3.5584 2.1337
C 2.0346 -1.3978 -0.5411
C -1.0587 -1.2610 0.4196
H -6.4126 -1.9011 3.5250
H 1.4931 -2.1507 0.0451
H 1.0454 6.9304 -2.6273
H -1.9782 -9.3987 -4.1730
H 3.7818 -2.0771 0.5048
H 2.4387 0.6235 -2.5449
H -0.8759 -0.6187 1.2787
H -0.6993 2.7371 -3.9280
H -1.2261 0.1530 -1.1513
C 5.7800 6.0481 -3.2070
C 1.4162 6.4701 -1.7132
H -6.1218 -6.6680 1.6259
H 1.5489 -2.2979 -2.4539
H -3.9557 0.7737 -0.4026
H 1.0052 2.6913 -1.7124
O -6.3341 -4.5344 3.1880
O -1.9972 -7.1076 -1.1086
H 3.1696 -1.6134 -2.3979
C 7.6358 4.0590 5.3455
C -2.0744 -9.8701 -3.1968
H -7.5730 1.8305 -1.1762
C 3.5989 6.3329 -2.4789
H -1.6291 -5.4115 -0.0575
H -2.8255 0.1760 1.7136
C 5.4891 3.5814 4.6179
H -4.9974 -0.6346 -0.2276
H -1.0090 -5.3759 -1.7167
C -7.2289 -2.0565 2.8229
H -1.2993 2.4536 -2.2709
H -7.5111 -1.1014 2.3899
C -6.3774 -4.0862 2.0736
O -0.5128 -7.8205 -2.6522
H 2.8843 3.2937 4.7656
O 5.1353 4.7077 4.8480
C -0.6199 2.1039 -3.0458
H -5.9691 1.1833 -1.5793
C 0.5064 3.4328 1.0529
O -5.9651 -4.7000 0.9669
H -4.5139 -5.9164 1.8176
H -0.5474 2.1500 -0.3058
O 6.7194 3.1021 4.8211
H 2.8952 2.0892 3.4577
O 4.7410 2.6049 4.1292
H -2.7902 -2.5439 0.7004
*
```

Results
- Largest force on an atom: 1.76 eV/Å
- Kohn-Sham gap: 7.0 eV
- Molar mass: 657.62 g mol⁻¹
- Total energy: -61458.4343 eV
- E_LUMO: 0.0787 Ha

***

Entry 3:
A molecular structure, C30H62Br24ClNO4P2S, computed with ωB97M-V/def2-TZVPD.

```
! RIJCOSX wB97M-V def2-TZVPD def2/J DEFGRID3
* xyz 0 1
H 9.2508 8.8513 3.4583
H 1.5379 5.5122 7.0676
Br -4.0205 -9.8059 -4.7596
S 1.6785 0.3365 0.4698
H 6.5740 10.3608 3.5267
C -0.4535 6.3037 7.0772
H 5.1035 3.0758 -4.1073
C 7.5515 10.1530 3.1035
H 2.9767 6.3397 1.7671
C -3.0780 -0.7932 8.2633
C 3.9955 6.7043 1.8321
C -2.6356 -5.7938 0.0581
Cl 4.0574 8.1270 2.9038
H -1.5669 -11.3105 -4.1037
Br 2.3992 6.5989 -5.2347
H 2.4948 -0.2799 3.4780
P 3.1262 1.5235 0.9923
H -4.5052 0.6704 8.9013
H -4.7062 -5.2286 -8.8032
H 4.9280 4.8173 1.4896
H 0.6253 -10.4122 -10.2080
Br -3.7427 -7.4848 -8.3912
H -9.5577 1.6436 8.6573
H -0.7598 0.9313 5.4703
P 3.6951 2.7732 3.4009
C -2.3408 -9.2928 -3.9173
Br -4.7641 -5.9762 -1.8257
H -0.7658 -0.8810 -0.7003
C -3.7683 -4.1190 -5.4800
H -3.9400 -6.0219 -4.5119
Br -2.2360 5.8055 6.4710
H -0.3272 -11.5048 -11.2297
Br 3.2152 0.8656 -3.6216
Br -2.7831 -10.0195 -11.9169
C 8.3935 9.2640 3.9792
C -3.8785 0.4640 8.0381
H -0.5504 -8.9787 -11.7776
H -1.7731 -8.7927 -4.6971
Br -2.7518 2.0438 7.8536
H -0.5734 -10.2092 -3.1310
H 2.3777 9.0270 -4.8147
Br -0.4238 -2.9894 0.5765
H 5.6043 4.5997 4.0412
H -2.6589 -6.2674 -10.8442
C 2.9555 2.7599 -3.9739
H 2.1232 3.0829 -3.3571
Br -2.2484 -1.4550 6.6264
Br -1.2091 -11.4246 -8.9039
H 2.1146 8.1389 -3.3027
H -3.1104 -4.8073 -3.5301
C -0.3807 -10.6971 -10.5076
H -3.6728 -4.4080 -6.5227
H -3.7320 -1.6006 8.5856
Br -1.5585 -5.8970 -5.1253
C -3.2093 -5.4708 -10.3545
Br -1.1810 -6.0725 -1.2023
H -4.5322 -6.6737 0.5344
C -8.5384 1.5804 9.0315
H -2.8732 -4.7356 0.0382
H -1.5833 -1.9208 -2.9321
C -4.3218 -5.9825 -9.4824
C 0.5161 5.1631 6.9333
Br 4.7806 7.1784 -2.4632
C -7.7540 2.8017 8.6361
H -2.2826 -0.6632 8.9894
H 4.3763 9.3853 -3.4911
C 4.1928 8.3846 -3.8758
O 3.5210 4.2981 3.7564
H 3.4078 2.4127 -0.0596
Br -2.3832 -11.1722 -1.7558
H -1.4091 -8.8065 -10.2343
H 4.2570 7.0527 0.8427
H -8.2953 3.7059 8.9053
N 1.7261 2.0780 4.7253
H -0.6476 0.1624 3.8483
H 2.4783 -0.6061 5.2499
C -0.9683 -2.4400 -2.1993
H 0.4378 4.6520 5.9825
H 1.1542 -1.0993 4.2091
H 4.2260 0.7342 1.3374
H 8.7325 9.8054 4.8595
H -4.8075 -3.8810 -5.2620
H -5.1379 -6.3673 -10.0901
H -0.6122 1.8849 3.9880
H -3.5216 -7.6875 -0.5118
Br 0.2470 3.8172 8.3141
H -8.5572 1.4215 10.1042
H -1.1636 -3.5051 -2.2582
H -3.5961 -4.7848 -11.1047
H -0.5555 6.6481 8.1011
Br -1.9215 -4.4379 -9.3228
Br 4.4776 3.7254 -1.7885
C 4.2101 3.5406 -3.7038
H -4.5002 0.4125 7.1504
C 1.8965 -0.3325 4.3808
Br 7.3728 7.7587 4.6704
C -1.1964 -1.8703 -0.8234
C 1.1774 0.9685 4.5550
O 5.0402 2.3406 3.0956
C -1.5906 -10.4870 -3.3979
C 4.9481 5.6029 2.2419
H -2.2610 -1.8303 -0.6004
H 8.0665 11.0907 2.9072
C -3.8077 -6.6673 -0.2767
O 2.6187 2.4879 2.2518
H -2.2299 -6.0506 1.0338
H -7.5167 2.8269 7.5778
Br -2.8055 -2.4400 -5.2739
Br 7.2527 9.3603 1.3522
H -0.1561 7.1365 6.4436
O 3.1724 1.9689 4.6744
H 5.9545 6.0174 2.2330
H 2.6738 2.8279 -5.0225
C 4.7258 5.0856 3.6422
Br -6.0656 2.9092 9.5946
Br 0.8663 -2.1697 -2.7802
H 4.8362 8.2043 -4.7303
H 4.1277 4.5551 -4.0879
Br -7.7987 -0.0351 8.2349
C -3.2619 -5.1734 -4.5348
H 4.5664 5.9554 4.2706
C -0.3131 0.9677 4.4861
C -1.1338 -9.5014 -11.0225
C 2.7319 8.2090 -4.1919
H -2.5847 -8.5767 -3.1385
*
```

Results
- Largest force on an atom: 2.74 eV/Å
- Kohn-Sham gap: 8.8 eV
- Molar mass: 2547.99 g mol⁻¹
- Total energy: -1764754.7566 eV
- E_LUMO: 0.0116 Ha

***

Entry 4:
4 unconnected molecules or ions with the total composition C30H62F9NO9Si, computed with ωB97M-V/def2-TZVPD.

```
! RIJCOSX wB97M-V def2-TZVPD def2/J DEFGRID3
* xyz 0 1
H -4.9076 -5.6813 -1.6158
C -6.1779 0.6082 -4.4338
H -1.2748 -8.1984 -2.4386
H 1.6428 2.8060 2.8050
C -1.5512 -3.8292 -0.4961
H -1.2833 -5.9346 -0.9359
F -2.7620 5.0239 2.3095
H -6.7477 1.2374 -5.1162
H -8.8271 -3.1157 -4.5687
Si 4.3119 4.1477 3.2495
H 4.2461 6.2747 4.5148
C 1.5472 3.3527 3.7447
C 2.7592 -3.1697 4.8364
C -7.9400 -2.7612 -5.1002
H 7.4218 3.5590 0.9207
H -5.8167 -2.8764 -8.8949
H -3.0598 -2.0258 -1.5857
C 5.9178 3.1425 3.5215
H 8.2368 3.1271 2.2993
O 2.2978 0.0687 2.5586
F 0.7684 5.2559 4.7834
H -1.6583 -5.5493 0.7322
H -1.3771 -1.4155 -1.7271
F -0.1243 5.9110 0.3921
C 3.5773 -0.4705 2.2414
C -0.9631 5.0010 0.7761
C -0.8098 4.3109 3.3168
F 1.2475 5.4389 2.6960
H -1.7032 -8.1806 -4.1807
H 2.0443 -3.6900 5.4831
C -1.2980 -7.5919 -3.3507
C -1.8965 -5.2916 -0.3032
C 5.9321 6.5972 3.2262
H 5.7919 2.3759 4.2906
H -8.0470 -4.2486 -6.6381
H -6.8162 0.3654 -3.5770
H 3.2293 2.6305 4.8402
H 3.8055 6.5463 2.8391
H 5.8259 5.7718 1.1629
O -1.6046 -3.4708 -1.8687
C -5.5338 -2.9379 -4.7763
H 3.8555 -1.2609 2.9392
H 5.5363 2.4221 1.4566
H 6.7607 8.6328 3.1947
H 6.5684 6.3640 4.0841
O -2.0512 -6.4143 -3.1548
O -7.1113 -2.5397 -7.3667
H -3.3973 -7.6191 -2.1211
H 1.8746 -1.4741 -0.9287
C 1.1830 -1.7760 3.7656
H -0.5244 -3.6530 -0.1478
H 6.7705 3.7819 3.7612
H 3.1622 -2.2946 5.3594
C -8.0977 -3.1577 -6.5542
H 5.1993 8.4549 4.0814
H -2.2358 -3.2152 0.0990
C 6.3296 2.3700 2.2044
H 5.1942 8.4216 2.3350
C -2.0926 -2.1659 -2.0829
H -5.3417 -3.0478 -5.8440
O 2.1568 -2.7971 3.6161
C -3.8324 -5.5530 -1.7596
H -4.0319 -6.7328 -3.5351
O -3.2795 -5.5880 -0.4485
C -6.6662 -3.3656 -8.4202
C 3.7250 -0.9236 0.8028
H -9.0802 -2.8211 -6.9105
H -7.4561 -3.5088 -9.1659
H 1.0998 -1.3654 1.6379
C -1.4547 5.2214 2.2449
H -5.5347 -1.4248 -3.2593
F -2.0229 5.1304 -0.0165
H 2.8810 4.2899 5.2563
H 0.1994 -2.2604 3.8245
H -5.2929 1.1583 -4.0963
C 6.5472 6.1898 1.8691
H -3.6861 -4.5767 -2.2236
H -0.2771 -7.2970 -3.5902
H -4.1186 -1.3892 -4.3467
O -6.8435 -3.3802 -4.4397
H 4.7916 -1.0528 0.5766
F -1.0359 3.0317 3.0856
H 3.3402 -2.3755 -1.4467
H 3.5863 -3.8417 4.6114
H 0.9826 2.6771 4.3972
N 7.5795 2.8223 1.5938
H 1.9613 -3.2300 -0.7182
C 2.9104 3.5899 4.4188
H 6.9560 7.0852 1.3923
C 5.7867 8.1450 3.2118
C 0.7029 4.6009 3.6098
H 1.3509 -1.2061 4.6861
H 3.8596 3.8082 1.8761
O -5.8071 -0.5602 -5.1340
H -6.3330 -4.3392 -8.0429
H -7.9140 -1.6775 -4.9808
F -0.4675 3.8058 0.5644
H 4.2761 0.3549 2.3968
H 0.3108 -0.1890 2.6701
H 3.3100 -0.1567 0.1393
C -3.3606 -6.6710 -2.6684
H 6.4579 1.3048 2.4261
C -5.2051 -1.5365 -4.2984
C 1.1936 -0.8289 2.5829
C 4.5213 6.0206 3.4842
F -1.2572 6.4943 2.5453
C 2.5444 -2.3101 -0.6974
H 7.4080 5.5400 2.0283
F -1.4741 4.5786 4.4493
H -4.8611 -3.6256 -4.2570
H -2.2392 -2.0339 -3.1538
O 3.0862 -2.1738 0.5993
*
```

Results
- Largest force on an atom: 1.69 eV/Å
- Kohn-Sham gap: 9.5 eV
- Molar mass: 779.89 g mol⁻¹
- Total energy: -84363.1759 eV
- E_LUMO: 0.0185 Ha
- SMILES string: CC(C)C[Si@@H](CCN)CCC(F)(F)C(F)(F)C(F)(F)C(F)(F)F.COCCOCCOC.COCCOCCOC.COCCOCCOC